C22H54F6LiO14S2V as an isolated structure, computed with the ωB97M-V functional and the def2-TZVPD basis.

ORCA input file:
```
! RIJCOSX wB97M-V def2-TZVPD def2/J DEFGRID3
* xyz 1 2
O 13.556 14.076 14.702
V 12.782 13.140 15.637
Li 13.228 11.697 20.427
C 11.131 15.299 19.175
F 10.954 15.771 20.381
F 10.292 14.271 19.022
F 10.827 16.199 18.264
S 12.885 14.733 18.847
O 13.637 15.903 19.194
O 13.187 13.543 19.620
O 12.948 14.413 17.410
C 9.498 10.639 17.853
F 9.043 10.283 16.687
F 8.869 11.719 18.275
F 9.351 9.672 18.739
S 11.374 10.906 17.912
O 11.945 9.717 17.307
O 11.688 12.103 17.078
O 11.704 11.125 19.307
C 6.768 11.971 21.182
C 7.714 13.161 21.220
O 7.081 14.288 21.777
C 6.056 14.873 21.014
C 5.374 15.977 21.795
H 7.186 11.080 20.700
H 6.489 11.610 22.174
H 5.850 12.151 20.621
H 8.598 12.766 21.721
H 7.964 13.427 20.183
H 6.555 15.376 20.166
H 5.378 14.158 20.541
H 4.472 16.274 21.268
H 6.075 16.807 21.943
H 5.184 15.794 22.857
C 9.056 19.077 23.175
C 9.651 17.687 23.067
O 9.040 16.916 24.085
C 9.316 15.538 24.043
C 8.305 14.782 24.902
H 9.144 19.459 24.196
H 9.581 19.776 22.525
H 7.976 19.067 23.023
H 9.441 17.342 22.049
H 10.728 17.742 23.257
H 9.165 15.088 23.053
H 10.368 15.454 24.348
H 7.276 15.129 24.802
H 8.502 14.620 25.962
H 8.222 13.774 24.480
C 11.982 18.161 15.939
C 11.773 18.249 14.448
C 13.136 18.512 13.760
O 11.326 16.957 14.014
H 12.517 19.042 16.298
H 12.509 17.278 16.306
H 11.048 18.146 16.508
H 11.038 19.015 14.190
H 13.405 19.566 13.719
H 13.006 18.308 12.688
H 13.820 17.767 14.158
H 11.197 17.002 13.057
C 15.194 13.199 22.286
C 13.794 13.246 22.897
C 13.023 14.553 22.880
O 12.983 12.142 22.369
H 15.783 14.025 22.680
H 15.158 13.211 21.192
H 15.720 12.262 22.482
H 13.973 13.063 23.962
H 13.752 15.252 23.304
H 12.238 14.510 23.631
H 12.668 14.839 21.898
H 12.927 11.505 23.088
C 15.867 17.768 20.441
C 16.893 16.630 20.364
O 17.935 17.152 19.540
H 15.402 18.049 19.493
H 16.491 18.600 20.770
H 15.001 17.665 21.100
H 16.503 15.722 19.910
H 17.226 16.470 21.389
H 17.898 16.671 18.704
C 16.758 16.657 15.402
C 15.824 16.921 16.593
O 16.150 15.900 17.548
H 16.355 17.138 14.507
H 16.778 15.594 15.174
H 17.730 17.080 15.640
H 14.780 16.780 16.296
H 16.013 17.878 17.086
H 15.538 16.000 18.289
C 8.746 14.169 14.667
C 9.719 14.422 15.795
O 11.075 14.476 15.203
H 7.733 14.284 15.077
H 8.697 13.123 14.350
H 8.815 14.799 13.785
H 9.699 13.633 16.535
H 9.487 15.420 16.165
H 11.093 15.324 14.700
*
```

Calculated values
**LUMO (spin up / spin down)**: -6.086 / -5.573 eV
**Frontier orbital gap (spin up / spin down)**: 5.09 / 5.60 eV
**E_tot**: -4270.88023 Ha
**HOMO (spin up / spin down)**: -0.411 / -0.411 hartree


An isolated molecule of CH3ClN2S, computed with the ωB97M-V functional and the def2-TZVPD basis.

ORCA input file:
```
! RIJCOSX wB97M-V def2-TZVPD def2/J DEFGRID3
* xyz 0 1
H 1.569 2.073 -0.198
N 1.253 1.143 -0.198
C 2.066 0.233 0.062
Cl 3.805 0.060 -0.049
S 1.017 -1.568 0.056
N -0.563 -0.932 -0.049
H -0.590 -0.129 -0.822
H -0.984 -0.732 0.865
*
```

Calculated values
**SMILES**: [H]/N=C(\Cl)SN
**LUMO**: 0.457 eV
**Frontier orbital gap**: 9.44 eV
**E_tot**: -1007.73714 Ha
**HOMO**: -0.330 hartree


C3H6CaO3 as an isolated structure, computed with the ωB97M-V functional and the def2-TZVPD basis.

ORCA input file:
```
! RIJCOSX wB97M-V def2-TZVPD def2/J DEFGRID3
* xyz 0 1
O -1.113 -1.658 -1.479
C -2.298 -1.752 -1.737
H -2.671 -2.598 -2.339
H -3.021 -0.975 -1.431
O 1.629 0.897 -0.612
C 1.437 1.907 0.341
C 0.890 1.341 1.668
O -0.167 0.445 1.453
Ca 0.204 -0.445 -0.282
H 0.710 2.664 -0.032
H 2.380 2.452 0.553
H 0.580 2.192 2.312
H 1.730 0.835 2.196
*
```

Calculated values
**LUMO**: -1.449 eV
**Frontier orbital gap**: 5.87 eV
**E_tot**: -1021.20426 Ha
**HOMO**: -0.269 hartree


A 5-piece molecular cluster, C20H26O8 overall, computed with the ωB97M-V functional and the def2-TZVPD basis.

ORCA input file:
```
! RIJCOSX wB97M-V def2-TZVPD def2/J DEFGRID3
* xyz 0 1
O 51.937 -51.994 -26.108
C 51.058 -51.179 -25.441
C 51.197 -50.951 -24.079
C 50.227 -50.143 -23.364
C 49.236 -49.476 -24.135
O 48.375 -48.593 -23.580
C 49.202 -49.776 -25.497
C 50.052 -50.654 -26.149
H 51.769 -52.250 -27.019
H 51.973 -51.584 -23.663
H 50.245 -49.854 -22.136
H 48.789 -48.228 -22.940
H 48.211 -49.482 -26.027
H 49.928 -50.807 -27.130
O 51.694 -42.797 -23.919
C 50.393 -42.948 -23.494
C 49.735 -44.197 -23.380
C 48.476 -44.235 -22.754
C 47.952 -43.135 -22.189
O 46.685 -43.253 -21.571
C 48.527 -41.876 -22.298
C 49.853 -41.830 -22.925
H 51.777 -41.964 -23.806
H 50.064 -45.197 -23.620
H 47.726 -44.944 -22.706
H 46.286 -42.585 -21.098
H 47.988 -40.913 -21.966
H 50.385 -40.842 -22.703
O 51.039 -46.110 -19.689
C 51.899 -46.302 -20.757
C 52.322 -47.700 -21.071
C 53.191 -47.856 -22.148
C 53.550 -46.796 -23.022
O 54.336 -46.997 -24.147
C 53.122 -45.523 -22.715
C 52.315 -45.319 -21.589
H 50.796 -45.189 -19.396
H 52.073 -48.553 -20.471
H 53.503 -48.826 -22.206
H 54.297 -47.664 -24.961
H 53.395 -44.691 -23.451
H 51.938 -44.171 -21.357
C 44.069 -48.564 -20.702
O 44.233 -49.291 -21.885
H 44.050 -47.460 -20.906
H 44.741 -48.763 -19.951
H 43.069 -48.708 -20.371
H 44.786 -48.719 -22.439
C 47.970 -46.822 -20.182
O 48.896 -47.419 -21.028
H 47.868 -45.878 -20.356
H 47.948 -46.932 -19.240
H 47.100 -47.223 -20.385
H 49.745 -47.239 -20.421
*
```

Calculated values
**SMILES**: Oc1ccc(O)cc1.Oc1ccc(O)cc1.Oc1ccc(O)cc1.CO.CO
**LUMO**: 0.402 eV
**Frontier orbital gap**: 8.41 eV
**E_tot**: -1379.33466 Ha
**HOMO**: -0.294 hartree


A 13-piece molecular cluster, C3H33N2O12 overall, computed with the ωB97M-V functional and the def2-TZVPD basis.

ORCA input file:
```
! RIJCOSX wB97M-V def2-TZVPD def2/J DEFGRID3
* xyz 0 2
C 0.764 3.856 1.129
C 0.681 3.447 -0.341
N 0.926 -0.233 0.174
C 1.075 1.112 0.205
N 0.321 2.035 -0.460
H -0.065 3.260 1.531
H 1.699 3.585 1.633
H 0.381 4.882 1.225
H -0.123 4.053 -0.842
H 1.489 3.698 -1.053
H 0.188 -0.764 -0.221
H 1.674 -0.726 0.641
H 1.967 1.456 0.726
H -0.442 1.701 -1.042
H 2.352 -1.958 3.046
H 0.832 -2.294 2.567
O 1.667 -1.815 2.392
H 1.564 0.190 -4.547
H 1.312 -0.799 -3.402
O 1.255 0.136 -3.632
H 3.850 -0.949 -0.955
H 3.242 -1.756 0.183
O 3.117 -1.536 -0.747
H -2.242 -0.355 -1.580
H -1.522 -1.201 -0.743
O -1.588 -0.225 -0.842
H -0.797 2.247 -4.014
H -0.449 0.808 -3.575
O -1.190 1.389 -3.837
H -2.335 -3.548 -0.621
H -0.804 -3.258 -0.814
O -1.707 -2.973 -1.065
H -2.933 1.024 -3.078
H -4.263 0.385 -2.560
O -3.465 0.848 -2.284
H 4.672 0.128 2.029
H 3.065 -0.043 2.228
O 3.792 0.339 1.712
H -4.053 0.462 0.542
H -2.824 1.362 0.417
O -3.548 1.128 1.013
H -0.828 -3.338 3.713
H -1.483 -2.019 3.117
O -0.848 -2.743 2.959
H 1.176 -3.323 0.844
H 1.122 -3.894 -0.676
O 0.670 -3.443 0.037
H -2.022 0.457 2.622
H -3.119 -0.374 3.268
O -2.204 -0.419 2.978
*
```

Calculated values
**LUMO (spin up / spin down)**: 0.204 / 0.176 eV
**Frontier orbital gap (spin up / spin down)**: 2.86 / 7.40 eV
**E_tot**: -1146.37719 Ha
**HOMO (spin up / spin down)**: -0.098 / -0.266 hartree


A 2-piece molecular cluster, C7H14FNO3 overall, computed with the ωB97M-V functional and the def2-TZVPD basis.

ORCA input file:
```
! RIJCOSX wB97M-V def2-TZVPD def2/J DEFGRID3
* xyz 0 1
C 0.132 2.808 -0.900
C 1.276 1.880 -1.159
N 1.341 1.404 -2.572
C 1.705 0.927 -0.257
O 1.522 0.850 0.959
O 2.553 -0.040 -0.863
H 0.040 2.951 0.172
H 0.292 3.782 -1.366
H -0.816 2.403 -1.277
H 2.053 0.658 -2.534
H 0.436 0.982 -2.837
H 1.603 2.143 -3.226
H 2.906 -0.576 -0.145
C -0.904 -2.301 2.835
C -1.671 -1.754 1.639
C -0.711 -1.269 0.555
C -1.354 -0.706 -0.647
O -0.882 -0.469 -1.717
F -2.663 -0.371 -0.454
H -0.236 -1.542 3.233
H -0.310 -3.167 2.549
H -1.593 -2.602 3.620
H -2.302 -0.925 1.962
H -2.323 -2.531 1.233
H -0.063 -0.468 0.962
H -0.034 -2.066 0.235
*
```

Calculated values
**SMILES**: C/C([NH3+])=C(\[O-])O.CCCC(=O)F
**LUMO**: 0.497 eV
**Frontier orbital gap**: 7.83 eV
**E_tot**: -655.45254 Ha
**HOMO**: -0.269 hartree


C25H29BGeN7O3PbS as an isolated structure, computed with the ωB97M-V functional and the def2-TZVPD basis.

ORCA input file:
```
! RIJCOSX wB97M-V def2-TZVPD def2/J DEFGRID3
* xyz -1 1
Pb -13.426 -10.879 5.742
C -17.667 -11.690 8.378
C -16.905 -11.190 7.315
N -15.604 -11.448 7.493
N -15.484 -12.132 8.661
C -16.720 -12.266 9.219
B -14.113 -12.546 9.290
N -13.397 -13.636 8.465
C -12.882 -14.793 8.942
C -12.262 -15.446 7.938
C -12.456 -14.591 6.824
N -13.157 -13.517 7.132
N -13.223 -11.257 9.467
C -12.636 -10.877 10.620
C -11.926 -9.720 10.369
C -12.181 -9.423 9.023
N -12.935 -10.394 8.490
H -18.743 -11.641 8.550
H -17.226 -10.579 6.468
H -16.846 -12.762 10.185
H -14.346 -13.034 10.381
H -12.996 -15.059 10.006
H -11.683 -16.365 7.962
H -12.092 -14.654 5.820
H -12.788 -11.462 11.524
H -11.365 -9.144 11.093
H -11.801 -8.646 8.418
S -11.497 -12.023 3.222
C -10.269 -11.993 4.455
C -9.064 -12.711 4.240
C -8.124 -12.725 5.234
C -8.348 -11.985 6.418
C -9.531 -11.260 6.508
N -10.493 -11.266 5.571
H -8.955 -13.256 3.321
H -7.190 -13.301 5.136
H -7.656 -11.975 7.260
H -9.721 -10.688 7.392
C -13.142 -6.721 3.989
Ge -14.702 -7.816 3.446
C -16.083 -6.405 3.168
C -14.333 -8.676 1.694
C -15.082 -9.134 4.835
H -13.066 -5.815 3.366
H -12.210 -7.289 3.970
H -13.324 -6.347 4.993
H -15.791 -5.771 2.334
H -16.166 -5.806 4.067
H -17.044 -6.893 2.979
H -15.314 -8.791 1.203
H -13.899 -9.665 1.798
H -13.716 -8.012 1.074
H -15.808 -8.809 5.587
O -14.720 -12.186 2.369
C -15.698 -12.942 2.966
C -15.742 -14.313 2.823
C -16.776 -15.015 3.390
C -17.817 -14.379 4.062
C -17.744 -13.016 4.220
C -16.708 -12.283 3.666
C -16.689 -10.811 3.868
O -17.627 -10.049 3.826
O -15.449 -10.460 4.224
H -13.869 -12.658 2.462
H -14.897 -14.820 2.351
H -16.821 -16.117 3.298
H -18.556 -14.942 4.610
H -18.471 -12.504 4.834
*
```

Calculated values
**LUMO**: 2.753 eV
**Frontier orbital gap**: 7.24 eV
**E_tot**: -4272.00463 Ha
**HOMO**: -0.165 hartree


A 11-piece molecular cluster, C22H68F6N4O10P overall, computed with the ωB97M-V functional and the def2-TZVPD basis.

ORCA input file:
```
! RIJCOSX wB97M-V def2-TZVPD def2/J DEFGRID3
* xyz -1 1
P -0.710 1.243 -0.606
F -1.882 2.283 -0.146
F 0.481 2.399 -0.374
F -0.548 0.903 0.934
F 0.434 0.141 -0.988
F -1.879 0.143 -0.941
F -0.955 1.832 -2.102
C 3.431 3.970 -3.331
C 2.440 3.577 -2.254
O 1.769 4.844 -1.914
H 4.133 4.692 -2.914
H 2.902 4.287 -4.230
H 4.125 3.171 -3.594
H 2.888 3.024 -1.430
H 1.656 2.924 -2.639
H 0.987 4.512 -1.467
C -2.337 -1.138 -4.199
C -2.940 0.098 -4.838
O -3.213 -0.097 -6.188
H -2.988 -2.004 -4.087
H -1.921 -0.812 -3.246
H -1.576 -1.632 -4.803
H -2.242 0.936 -4.827
H -3.834 0.400 -4.292
H -3.930 -0.727 -6.284
C -1.008 7.128 0.270
C -0.995 5.604 0.687
O -1.122 4.773 -0.441
H -0.755 7.655 1.190
H -2.015 7.496 0.072
H -0.325 7.371 -0.544
H -1.896 5.374 1.255
H -0.113 5.303 1.253
H -1.100 3.847 -0.189
C -2.851 -0.896 3.707
C -3.544 -0.988 2.373
C -4.232 0.308 1.891
O -5.192 -0.030 0.895
C -5.932 1.010 0.311
N -2.696 -1.607 1.395
H -2.032 -0.178 3.729
H -2.590 -1.890 4.071
H -3.538 -0.510 4.460
H -4.360 -1.680 2.580
H -3.457 0.956 1.482
H -4.810 0.925 2.579
H -6.651 0.678 -0.439
H -5.245 1.805 0.022
H -6.525 1.527 1.065
H -2.025 -0.916 1.091
H -3.264 -1.750 0.572
C 0.982 -1.274 3.674
C 1.860 -0.815 4.858
C 2.709 -1.982 5.467
O 3.551 -1.490 6.479
C 2.876 -1.375 7.765
N 2.740 0.182 4.265
H 1.601 -1.680 2.874
H 0.457 -0.394 3.303
H 0.297 -2.092 3.900
H 1.219 -0.358 5.612
H 3.440 -2.308 4.726
H 1.960 -2.731 5.724
H 3.591 -0.987 8.490
H 2.464 -2.364 7.969
H 2.033 -0.690 7.673
H 3.118 0.850 4.922
H 3.569 -0.272 3.908
C 2.576 -7.009 2.243
C 2.803 -5.559 1.914
C 1.865 -5.126 0.803
O 2.151 -3.802 0.409
C 1.166 -3.234 -0.410
N 2.593 -4.756 3.116
H 1.524 -7.286 2.323
H 3.117 -7.355 3.123
H 2.949 -7.619 1.421
H 3.827 -5.492 1.548
H 0.846 -5.262 1.165
H 2.020 -5.758 -0.071
H 1.666 -2.329 -0.757
H 0.276 -2.965 0.158
H 0.876 -3.911 -1.213
H 2.435 -3.844 2.713
H 1.708 -5.016 3.527
C 1.657 -1.870 -3.705
C 2.201 -0.429 -4.056
C 1.028 0.451 -4.638
O 1.540 1.723 -5.012
C 0.470 2.604 -5.420
N 2.650 0.170 -2.789
H 2.302 -2.491 -3.083
H 1.468 -2.513 -4.564
H 0.746 -1.838 -3.108
H 3.011 -0.445 -4.785
H 0.270 0.577 -3.866
H 0.581 -0.005 -5.521
H -0.093 2.122 -6.220
H 0.876 3.518 -5.853
H -0.252 2.730 -4.614
H 2.515 1.169 -2.851
H 1.885 -0.132 -2.202
O -2.295 4.150 -2.800
H -1.834 3.312 -2.770
H -1.925 4.654 -2.075
O -4.265 -1.500 -1.220
H -4.804 -1.014 -0.596
H -3.450 -1.001 -1.274
O 2.650 0.614 1.493
H 1.871 0.726 0.948
H 2.309 0.539 2.385
*
```

Calculated values
**LUMO**: 2.377 eV
**Frontier orbital gap**: 9.03 eV
**E_tot**: -2791.18719 Ha
**HOMO**: -0.245 hartree